1.
C38H33ClMnN2O3P2Se | ωB97M-V/def2-TZVPD

**Expectation value of S²**: 6.332
**LUMO level (spin up / spin down)**: -5.21 / -3.41 eV
**HOMO energy (spin up / spin down)**: -11.052 / -11.061 eV

ORCA input file:
```
! wB97M-V def2-TZVPD RIJCOSX def2/J DEFGRID3
* xyz 1 5
Mn -0.19293 1.12258 -0.73367
N -2.63333 -0.85249 0.55864
P -2.82428 0.56132 1.59418
C -3.37922 -0.26840 3.12396
C -3.44212 0.51370 4.27564
C -3.89013 -0.02408 5.46662
C -4.30635 -1.34670 5.51908
C -4.26778 -2.12682 4.37469
C -3.80393 -1.59085 3.18181
C -1.03942 0.73661 2.00665
C -0.39523 1.94128 1.72787
C 0.94352 2.13399 2.07068
C 1.63749 1.12345 2.71782
C 1.00528 -0.08722 2.99442
C -0.31679 -0.27890 2.64042
P -1.42244 -0.99491 -0.55354
C -0.34060 -2.35749 -0.07713
C 0.93656 -2.47975 -0.61366
C 1.73146 -3.55658 -0.25708
C 1.26360 -4.50132 0.64307
C -0.00399 -4.37149 1.19380
C -0.80560 -3.30119 0.83863
C -2.20990 -1.43504 -2.11000
C -1.46592 -2.07124 -3.10378
C -2.04957 -2.35980 -4.32368
C -3.37379 -2.01912 -4.56170
C -4.11594 -1.38134 -3.58161
C -3.53629 -1.07978 -2.35916
H -3.50905 -1.27018 0.26238
H -3.13447 1.55231 4.24751
H -3.92385 0.58915 6.35555
H -4.66508 -1.76448 6.44798
H -4.59689 -3.15540 4.40795
H -3.76849 -2.22076 2.30650
H -0.94576 2.77036 1.27523
H 1.42409 3.07536 1.84274
H 2.66456 1.28149 3.01550
H 1.54489 -0.87636 3.49788
H -0.80489 -1.21514 2.87565
H 1.33312 -1.72966 -1.28752
H 2.72379 -3.65095 -0.67214
H 1.89193 -5.33467 0.92280
H -0.36862 -5.10258 1.90016
H -1.78838 -3.19377 1.27624
H -0.43904 -2.36040 -2.92501
H -1.47162 -2.85856 -5.08801
H -3.82743 -2.25357 -5.51383
H -5.14467 -1.11062 -3.76650
H -4.11977 -0.55240 -1.61692
Se -2.21690 1.95866 -1.62949
C -2.06094 3.86138 -1.54174
C -0.93572 4.57414 -1.92590
C -1.00009 5.95837 -1.87689
N -2.06894 6.64498 -1.49502
C -3.14025 5.94963 -1.13727
C -3.19256 4.56316 -1.13022
H -0.03319 4.07877 -2.25975
H -0.13722 6.54550 -2.16731
H -4.00655 6.52389 -0.83109
H -4.09020 4.05586 -0.81151
C 6.20483 0.90411 -2.63623
C 5.62457 -0.01236 -1.60062
C 5.98711 -1.35398 -1.56455
C 5.47641 -2.19540 -0.59247
Cl 5.94222 -3.87058 -0.58841
C 4.60715 -1.73180 0.38086
C 4.22887 -0.40232 0.35052
C 4.72250 0.43721 -0.63485
O 4.34408 1.77653 -0.60188
C 3.43429 2.19792 -1.58959
C 2.02592 1.75291 -1.27851
O 1.71427 0.53100 -1.15243
O 1.10422 2.60335 -1.12158
H 7.17065 0.53223 -2.97163
H 6.34568 1.90749 -2.23615
H 5.56589 0.97992 -3.51809
H 6.68713 -1.74287 -2.28982
H 4.22980 -2.40242 1.13693
H 3.54069 -0.00306 1.08152
H 3.70029 1.82196 -2.58403
H 3.44929 3.28824 -1.59990
*
```


2.
C38H33INO4PPdSSi | ωB97M-V/def2-TZVPD

**LUMO level (spin up / spin down)**: -9.15 / -9.16 eV
**HOMO energy (spin up / spin down)**: -14.072 / -14.072 eV

ORCA input file:
```
! wB97M-V def2-TZVPD RIJCOSX def2/J DEFGRID3
* xyz 2 1
Pd -1.35763 -0.26870 -0.27216
O -5.04292 0.57196 -1.50805
S -3.73048 0.88915 -1.07322
O -3.38385 0.42116 0.29644
O -2.62102 0.43875 -1.96196
C -3.54968 2.67753 -1.03526
C -4.54588 3.49336 -1.53214
C -4.34074 4.86809 -1.56351
C -3.14358 5.40615 -1.11589
C -2.14858 4.58429 -0.61595
C -2.35580 3.20476 -0.57245
P -1.05468 2.11774 0.07934
C 0.44280 2.59807 -0.80513
C 1.69513 2.59353 -0.18949
C 2.82206 2.87274 -0.93856
C 2.70868 3.14019 -2.29497
C 1.46747 3.10878 -2.91479
C 0.33361 2.83279 -2.17870
C -0.88966 2.46977 1.85513
C -1.41017 1.52954 2.74729
C -1.25005 1.72502 4.10766
C -0.55520 2.83092 4.57430
C -0.04104 3.76295 3.68553
C -0.22046 3.59786 2.32293
H -5.45320 3.03889 -1.89453
H -5.10869 5.52045 -1.94750
H -2.97221 6.47152 -1.16408
H -1.21351 4.99983 -0.27118
H 1.77727 2.39342 0.86977
H 3.79151 2.88161 -0.46651
H 3.58995 3.37032 -2.87068
H 1.38902 3.30057 -3.97178
H -0.63775 2.79444 -2.65458
H -1.94045 0.66216 2.35548
H -1.65108 1.01675 4.81375
H -0.41694 2.96671 5.63430
H 0.50705 4.61702 4.04931
H 0.16542 4.33096 1.62994
N -1.51777 -4.20198 2.15745
C -1.93299 -2.93952 2.28993
O -1.70442 -2.07473 1.44884
C -2.66623 -2.62707 3.56856
I -1.19326 -2.05368 5.03413
H -0.97738 -4.47499 1.34964
H -1.72412 -4.90963 2.84685
H -3.19379 -3.48455 3.97626
H -3.33572 -1.78113 3.43426
C 3.35736 0.13630 -3.86784
C 2.01886 0.03614 -4.21335
C 1.09282 -0.42774 -3.29146
C 1.51348 -0.82213 -2.02448
C 2.85079 -0.67556 -1.66685
C 3.77111 -0.21593 -2.59299
Si 0.34032 -1.85055 -0.86319
C 1.24781 -1.87945 0.89808
C 1.08475 -0.72538 1.64991
C 1.69968 -0.58183 2.88037
C 2.48763 -1.60959 3.37263
C 2.65215 -2.76433 2.63056
C 2.01934 -2.91356 1.40166
C 0.55700 -3.71446 -1.35268
C -0.51619 -4.59981 -1.30973
C -0.35781 -5.90407 -1.75194
C 0.88711 -6.34585 -2.17080
C 1.96336 -5.47226 -2.20784
C 1.80042 -4.15962 -1.79820
H 4.07899 0.49973 -4.58453
H 1.69330 0.30691 -5.20530
H 0.04904 -0.50009 -3.56278
H 3.18379 -0.94569 -0.67633
H 4.81367 -0.14956 -2.31627
H 0.46332 0.08454 1.26376
H 1.55330 0.32888 3.44241
H 2.96202 -1.51048 4.33801
H 3.27214 -3.56778 2.99921
H 2.14720 -3.83261 0.85252
H -1.48356 -4.26562 -0.96315
H -1.20255 -6.57504 -1.76903
H 1.02235 -7.37760 -2.45773
H 2.92971 -5.80956 -2.55587
H 2.63826 -3.48014 -1.84080
*
```


3.
C38H33KN4O2P2 | ωB97M-V/def2-TZVPD

**LUMO level**: 0.19 eV
**HOMO energy**: -7.154 eV

ORCA input file:
```
! wB97M-V def2-TZVPD RIJCOSX def2/J DEFGRID3
* xyz 0 1
K 1.71259 0.72298 -0.25062
O -0.69881 1.56020 3.88805
C -0.57274 2.89354 4.02190
C -1.35711 3.52912 4.98429
C -1.26327 4.89423 5.17336
C -0.38339 5.65534 4.40684
C 0.39715 5.02960 3.45287
C 0.31926 3.65356 3.23766
C 1.14785 2.99889 2.18818
O 0.94850 1.76624 1.92411
N 2.06044 3.75512 1.58485
N 2.61587 3.10125 0.54112
C 3.70805 3.59032 0.09433
C 4.40681 3.04168 -1.06666
C 5.55951 3.69238 -1.51759
C 6.23804 3.21044 -2.61615
C 5.75689 2.07600 -3.25507
C 4.61432 1.48754 -2.74331
N 3.94620 1.93992 -1.68280
H -0.08501 1.31887 3.13142
H -2.02831 2.91943 5.57666
H -1.87946 5.37190 5.92527
H -0.30920 6.72421 4.55577
H 1.09047 5.59288 2.84294
H 4.16925 4.45682 0.57088
H 5.90337 4.57640 -0.99612
H 7.12912 3.71051 -2.97383
H 6.24601 1.65465 -4.12177
H 4.20967 0.59711 -3.21419
C -1.93044 -2.75750 -2.20459
N -1.03176 -1.95944 -1.36260
P -1.28787 -0.29525 -1.07152
C -2.63590 -0.17497 0.14858
C -3.68634 -1.08202 0.28392
C -4.62621 -0.91451 1.28974
C -4.52566 0.15742 2.17015
C -3.47771 1.05726 2.05120
C -2.53450 0.88752 1.04799
C -2.08416 0.24125 -2.62709
C -1.33460 0.10881 -3.79774
C -1.85479 0.51363 -5.01713
C -3.12539 1.07349 -5.07719
C -3.86922 1.22251 -3.91636
C -3.35270 0.80607 -2.69519
P 0.62152 -2.49062 -1.21399
C 0.38707 -4.31315 -1.21372
C -0.30349 -4.99043 -0.20881
C -0.45502 -6.36592 -0.26777
C 0.09235 -7.08238 -1.32807
C 0.78884 -6.42063 -2.32575
C 0.93442 -5.03870 -2.26730
C 0.95095 -2.24244 0.56644
C -0.04632 -2.00641 1.51190
C 0.28442 -1.79858 2.84660
C 1.61079 -1.85583 3.25226
C 2.61091 -2.10798 2.32147
C 2.28319 -2.27891 0.98444
H -2.83249 -2.18767 -2.41694
H -2.21278 -3.68976 -1.71561
H -1.46925 -3.00383 -3.16667
H -3.76609 -1.92669 -0.38908
H -5.43783 -1.62403 1.39077
H -5.25742 0.27796 2.95845
H -3.36870 1.87263 2.75439
H -1.68904 1.56377 0.98230
H -0.34049 -0.32500 -3.74916
H -1.26823 0.39814 -5.91953
H -3.53010 1.39516 -6.02802
H -4.85783 1.66131 -3.95955
H -3.94224 0.92038 -1.79408
H -0.72083 -4.43450 0.62269
H -0.99403 -6.88463 0.51460
H -0.02313 -8.15785 -1.36900
H 1.21942 -6.97625 -3.14873
H 1.47660 -4.51418 -3.04559
H -1.07958 -1.95143 1.19896
H -0.49345 -1.57040 3.56438
H 1.86633 -1.68427 4.28950
H 3.64674 -2.14357 2.63292
H 3.06997 -2.42871 0.25074
*
```


4.
C38H33N4O | ωB97M-V/def2-TZVPD

**LUMO level**: -4.98 eV
**HOMO energy**: -10.904 eV

ORCA input file:
```
! wB97M-V def2-TZVPD RIJCOSX def2/J DEFGRID3
* xyz 1 1
N 4.89832 0.49578 2.12597
N 5.73458 -0.59398 2.24626
C 7.08102 -0.37636 2.10909
O 7.59994 0.69698 2.27838
H 5.18189 1.26417 2.71941
H 4.87347 0.87841 1.18762
H 5.30546 -1.41986 1.82830
H 7.72036 -1.18799 1.78621
C -1.04293 7.84041 0.41912
C -0.57651 7.59877 1.69784
C -0.90115 6.42507 2.34135
C -1.70089 5.47132 1.71566
N -2.00953 4.22279 2.38875
C -3.29763 4.07747 3.03956
C -4.40905 3.65621 2.31296
C -5.63683 3.52454 2.92127
C -5.77671 3.80427 4.26863
C -4.67911 4.21116 5.00238
C -3.44993 4.34734 4.39685
C -1.19470 3.05028 2.15836
C -0.41389 2.50275 3.18297
C 0.35839 1.39495 2.96263
C 0.35717 0.73723 1.71033
C 1.21035 -0.37358 1.46864
C 1.06359 -1.34554 0.44187
C 2.17676 -2.10476 0.01656
C 2.05507 -3.05108 -0.96321
C 0.81064 -3.33248 -1.53960
N 0.70070 -4.29095 -2.59070
C -0.57260 -4.91486 -2.88977
C -1.43977 -4.36281 -3.83142
C -2.66126 -4.94463 -4.08428
C -3.03438 -6.09350 -3.41275
C -2.17967 -6.65828 -2.48391
C -0.95930 -6.07542 -2.22471
C 1.79714 -4.46428 -3.52346
C 2.66645 -5.54734 -3.41902
C 3.69847 -5.70009 -4.31677
C 3.87942 -4.78427 -5.33516
C 3.02665 -3.70156 -5.44584
C 1.99690 -3.54052 -4.54645
C -0.30781 -2.62473 -1.08696
C -0.18798 -1.64879 -0.13894
C -0.44479 1.29442 0.69010
C -1.18191 2.42487 0.90590
C -2.17107 5.73238 0.43092
C -1.84049 6.90404 -0.21223
H -0.78088 8.75501 -0.08694
H 0.04350 8.33028 2.19097
H -0.53828 6.22620 3.33502
H -4.29124 3.43124 1.26688
H -6.48924 3.19608 2.34966
H -6.73805 3.69561 4.74434
H -4.78584 4.41404 6.05498
H -2.59079 4.65804 4.96375
H -0.42231 2.98010 4.14706
H 0.96455 0.99843 3.75744
H 2.07667 -0.46790 2.10532
H 3.14095 -1.90970 0.45812
H 2.92025 -3.59694 -1.29650
H -1.14539 -3.46556 -4.34606
H -3.33067 -4.50587 -4.80596
H -3.99418 -6.54364 -3.60273
H -2.46797 -7.55607 -1.96151
H -0.28540 -6.50603 -1.50310
H 2.52108 -6.25364 -2.62167
H 4.37366 -6.53323 -4.22157
H 4.69138 -4.90408 -6.03454
H 3.17261 -2.98026 -6.23237
H 1.33194 -2.69664 -4.62171
H -1.26425 -2.84541 -1.52167
H -1.06506 -1.14598 0.22055
H -0.40976 0.86044 -0.29390
H -1.76577 2.85264 0.11183
H -2.79202 5.00191 -0.05548
H -2.20230 7.09303 -1.20890
*
```


5.
C38H34As2NTl | ωB97M-V/def2-TZVPD

**LUMO level**: -7.91 eV
**HOMO energy**: -13.786 eV

ORCA input file:
```
! wB97M-V def2-TZVPD RIJCOSX def2/J DEFGRID3
* xyz 2 1
Tl 1.11853 -0.65367 0.09715
C -2.01702 1.80147 -0.25806
C -2.52044 0.40860 -0.61980
As -1.32024 -0.72918 -1.74948
C -0.89683 0.51675 -3.19704
C -0.06666 1.59804 -2.91213
C 0.18128 2.56426 -3.87048
C -0.37373 2.44153 -5.13500
C -1.14311 1.33323 -5.44580
C -1.40045 0.36956 -4.48351
C -2.69983 -1.94320 -2.48025
C -2.58790 -3.32127 -2.34284
C -3.59155 -4.15321 -2.81421
C -4.71365 -3.61175 -3.41825
C -4.82502 -2.23815 -3.56640
C -3.82109 -1.40556 -3.10349
As -0.38201 1.83668 0.88055
C -1.06298 0.97025 2.49830
C -2.27201 1.31842 3.08640
C -2.79080 0.55440 4.11833
C -2.13755 -0.59726 4.52664
C -0.92722 -0.95042 3.95321
C -0.37898 -0.14993 2.96633
C -0.19342 3.79684 1.00410
C 0.88103 4.39009 0.35199
C 0.96115 5.77035 0.27251
C -0.03155 6.55485 0.83749
C -1.08866 5.96015 1.50679
C -1.17226 4.58021 1.59962
H -2.79308 2.34112 0.30473
H -1.81708 2.39065 -1.16280
H -3.46780 0.50320 -1.16026
H -2.72742 -0.17075 0.29089
H 0.39720 1.68615 -1.92508
H 0.80357 3.41362 -3.63082
H -0.20054 3.20641 -5.87664
H -1.55219 1.21391 -6.43695
H -1.99624 -0.50011 -4.72971
H -1.71119 -3.74758 -1.86708
H -3.50228 -5.22469 -2.71174
H -5.50062 -4.25463 -3.78084
H -5.69188 -1.80983 -4.04610
H -3.90125 -0.33382 -3.24118
H -2.81735 2.18835 2.74374
H -3.70998 0.85452 4.59746
H -2.56583 -1.21528 5.29891
H -0.41244 -1.84178 4.27989
H 0.63089 -0.37700 2.60589
H 1.65642 3.76935 -0.08759
H 1.79482 6.23319 -0.23251
H 0.02470 7.62997 0.76912
H -1.85483 6.56908 1.96169
H -1.99346 4.12956 2.14271
N 3.75743 -0.46328 -0.12805
C 4.19088 -0.69365 1.22182
C 4.96106 0.27056 1.85752
C 5.38872 0.09690 3.16164
C 5.02116 -1.03918 3.86008
C 4.26704 -2.01399 3.23261
C 3.85252 -1.87015 1.90764
C 3.11821 -2.98086 1.27383
C 3.55659 -4.30335 1.44979
C 2.88461 -5.35901 0.87119
C 1.76088 -5.15227 0.09052
C 1.28875 -3.85462 -0.09065
C 1.98525 -2.84204 0.50714
H 4.24742 0.34444 -0.50472
H 3.96832 -1.26411 -0.72238
H 5.24432 1.16230 1.31840
H 6.01226 0.84534 3.62276
H 5.34670 -1.17775 4.87921
H 3.98525 -2.89984 3.78422
H 4.43919 -4.47659 2.04624
H 3.25370 -6.35947 1.02337
H 1.24242 -5.97575 -0.37739
H 0.40816 -3.65932 -0.69321
*
```


6.
C38H34Cl2N2OPSTi | ωB97M-V/def2-TZVPD

**LUMO level**: -10.16 eV
**HOMO energy**: -16.176 eV

ORCA input file:
```
! wB97M-V def2-TZVPD RIJCOSX def2/J DEFGRID3
* xyz 3 1
Ti 0.47325 0.18700 -0.13286
C -3.74140 3.81990 1.36513
C -3.63881 3.01812 0.07383
C -3.90362 3.90745 -1.14079
C -2.25323 2.35938 -0.04216
C -2.13889 1.61155 -1.37085
O -1.15983 0.50410 -1.27932
C -1.45843 -0.51176 -0.35139
N -1.96848 1.42841 1.05867
C -1.86544 -1.87375 -0.80238
C -3.12270 -2.14857 -1.32043
C -3.48226 -3.47138 -1.55719
C -2.61344 -4.51239 -1.25266
C -1.34847 -4.24601 -0.74124
C -0.98201 -2.92441 -0.53553
P 0.65140 -2.30383 -0.14541
C 1.79491 -3.49433 0.51764
C 2.53389 -4.31824 -0.33457
C 3.38271 -5.26743 0.20994
C 3.48756 -5.39465 1.59022
C 2.74790 -4.57667 2.43619
C 1.90080 -3.61986 1.90471
C 1.16858 -1.69914 -1.78933
C 0.66020 -2.25691 -2.96637
C 0.93750 -1.68271 -4.19653
C 1.67904 -0.50603 -4.28702
C 2.16568 0.08871 -3.13746
C 1.90988 -0.50182 -1.89595
H -3.03632 4.65546 1.36203
H -3.55302 3.20446 2.24470
H -4.74105 4.23927 1.46712
H -4.37688 2.20706 0.09744
H -3.10949 4.64853 -1.26393
H -4.83541 4.45385 -1.00527
H -3.99922 3.34615 -2.07197
H -1.49926 3.14993 -0.01577
H -1.79291 2.23782 -2.18694
H -3.07205 1.12498 -1.65365
H -3.83493 -1.35561 -1.51273
H -4.46164 -3.69368 -1.95905
H -2.92274 -5.53503 -1.42107
H -0.65986 -5.05199 -0.51861
H 2.45696 -4.21577 -1.41036
H 3.96029 -5.91059 -0.43985
H 4.15009 -6.13984 2.00957
H 2.83431 -4.68570 3.50843
H 1.32832 -2.97838 2.56504
H 0.05299 -3.15172 -2.92024
H 0.57056 -2.15340 -5.09936
H 1.88281 -0.06956 -5.25545
H 2.77490 0.97988 -3.20044
H 2.48834 -0.10053 -1.04774
S 1.05685 3.45920 2.74991
C 2.21763 3.64216 1.46343
C 3.34733 4.45200 1.42572
C 4.06917 4.49180 0.24684
C 3.66070 3.76721 -0.87816
C 2.53278 2.96718 -0.84081
C 1.82226 2.89055 0.35451
N 0.67266 2.13067 0.58197
C 0.16751 2.36818 1.78656
C -1.11503 1.77141 2.14006
C -1.48717 1.52129 3.41388
C -2.66849 0.78459 3.76347
C -3.18973 -0.24339 3.04247
C -2.67953 -0.74469 1.80044
C -2.07763 0.03949 0.86636
H 3.64601 5.04498 2.27936
H 4.94682 5.12006 0.18251
H 4.22130 3.86451 -1.79817
H 2.17481 2.46841 -1.73333
H -0.84203 1.83573 4.22796
H -3.06171 0.94335 4.76063
H -3.96702 -0.83238 3.51465
H -2.79233 -1.80441 1.60514
Cl 2.60081 -0.05406 1.63891
C 4.32573 -0.05033 0.94576
Cl 4.76446 -1.61103 0.35232
H 4.92136 0.25793 1.79781
H 4.31142 0.69929 0.16099
*
```